9
Properties=species:S:1:pos:R:3:lowdin_charge:R:1 method="wB97M-V/def2-TZVPD" mol_weight_g_mol=214.47 smiles="O=c1[nH]sc(Br)c1Cl" homo_ev=-9.0 e_lumo_ev=-0.39 total_energy_ha=-3677.27165 orbital_gap_ev=8.570 max_force_ev_per_a=3.8
O 1.535 -1.638 0.078 0.06
C 0.836 -0.658 0.009 -0.61
N 1.331 0.615 -0.031 -0.32
S 0.303 1.951 -0.064 0.86
C -1.237 0.572 -0.021 -0.90
Br -2.973 1.139 0.047 0.79
C -0.647 -0.619 -0.021 -0.74
Cl -1.479 -2.114 -0.025 0.74
H 2.331 0.752 0.028 0.12


14
Properties=species:S:1:pos:R:3:lowdin_charge:R:1 method="wB97M-V/def2-TZVPD" mol_weight_g_mol=273.94 smiles="O=[N+]([O-])C(F)(F)[C@@](O)(Br)C(F)(F)F" homo_ev=-11.3 e_lumo_ev=-0.51 total_energy_ha=-3468.61973 orbital_gap_ev=10.792 max_force_ev_per_a=3.1
O -2.307 -1.372 -0.016 0.16
N -1.770 -0.501 0.571 -0.32
O -2.114 0.594 0.885 0.13
C -0.214 -0.758 0.869 -0.43
F 0.016 -2.023 0.476 0.15
F -0.054 -0.654 2.225 0.09
C 0.611 0.277 0.073 -0.69
O 0.235 1.576 0.122 -0.01
Br 2.373 0.160 0.917 0.93
C 0.761 0.139 -1.415 -0.68
F -0.239 0.765 -2.032 0.17
F 0.776 -1.075 -1.952 0.19
F 1.807 0.872 -1.749 0.13
H 0.120 2.000 1.025 0.17


8
Properties=species:S:1:pos:R:3:lowdin_charge:R:1 method="wB97M-V/def2-TZVPD" mol_weight_g_mol=160.96 homo_ev="-8.8 / -9.5" e_lumo_ev="-2.00 / -1.93" total_energy_ha=-2873.49078 orbital_gap_ev="6.837 / 7.535" max_force_ev_per_a=2.1
C -0.274 1.192 0.132 -0.30
C -0.711 0.282 -0.751 -0.58
C 0.603 -1.641 0.517 -0.30
N 0.166 0.643 1.284 0.04
N 0.566 -0.612 1.167 0.06
O 0.830 -2.700 0.090 0.18
Br -0.849 0.506 -2.550 0.76
H -0.332 2.331 0.111 0.14


9
Properties=species:S:1:pos:R:3:lowdin_charge:R:1 method="wB97M-V/def2-TZVPD" mol_weight_g_mol=178.95 smiles="O=C=C(Br)C(=O)N[O-]" homo_ev=-2.9 e_lumo_ev=3.11 total_energy_ha=-2969.35650 orbital_gap_ev=5.970 max_force_ev_per_a=4.4 charge=-1
O -2.869 -2.930 0.084 0.14
C -2.711 -1.799 -0.147 -0.29
C -2.381 -0.570 -0.255 -0.60
Br -3.710 0.734 0.160 0.69
C -0.958 -0.144 -0.676 -0.60
O -0.696 0.125 -1.857 -0.07
N -0.211 0.048 0.375 -0.17
O -0.322 -0.249 1.666 -0.29
H 0.800 0.337 0.025 0.18


8
Properties=species:S:1:pos:R:3:lowdin_charge:R:1 method="wB97M-V/def2-TZVPD" mol_weight_g_mol=135.96 homo_ev=-15.7 e_lumo_ev=-8.22 total_energy_ha=-1144.37302 orbital_gap_ev=7.498 max_force_ev_per_a=8.1 charge=+1
C 0.405 0.734 -1.807 -0.31
C -0.372 -0.904 1.112 -1.16
C -0.012 0.271 0.257 -0.16
N 0.524 1.534 -2.649 0.28
N 0.120 -0.103 -0.954 0.12
Cl -1.047 -2.318 0.805 1.00
Cl 0.157 -0.568 2.544 1.03
H 0.225 1.353 0.694 0.20


8
Properties=species:S:1:pos:R:3:lowdin_charge:R:1 method="wB97M-V/def2-TZVPD" mol_weight_g_mol=157.41 homo_ev=-14.1 e_lumo_ev=-6.06 total_energy_ha=-1549.77541 orbital_gap_ev=8.008 max_force_ev_per_a=7.0 charge=+1
C 2.100 -0.667 -0.238 0.38
C 0.384 0.995 -0.136 -0.13
C -0.446 1.868 0.148 -0.56
N 1.321 0.190 -0.214 0.12
Cl -2.337 -0.851 0.277 0.04
Cl -1.944 -2.778 0.241 0.06
Cl -1.682 2.772 0.409 0.96
H 2.604 -1.530 -0.485 0.12


13
Properties=species:S:1:pos:R:3:lowdin_charge:R:1 method="wB97M-V/def2-TZVPD" mol_weight_g_mol=254.86 homo_ev=-4.4 e_lumo_ev=2.63 total_energy_ha=-2290.95984 orbital_gap_ev=7.041 max_force_ev_per_a=2.1 charge=-1
C 3.696 1.287 1.026 -0.43
C -0.110 -0.472 -0.044 -0.72
C 0.364 -1.714 0.006 -1.31
N -3.160 0.976 -1.413 -0.33
N -2.952 1.835 -0.744 0.22
O 4.102 0.690 1.920 0.21
O 3.323 1.885 0.110 0.18
O -3.406 0.057 -2.097 0.05
Cl 0.398 0.797 -1.144 0.56
Cl -2.393 -0.033 1.827 -0.44
Cl 1.408 -2.374 -1.106 0.62
Cl -0.442 -2.875 0.984 0.59
H -0.828 -0.058 0.674 -0.19


7
Properties=species:S:1:pos:R:3:lowdin_charge:R:1 method="wB97M-V/def2-TZVPD" mol_weight_g_mol=213.41 smiles="N#C/C(Cl)=C/I" homo_ev=-10.0 e_lumo_ev=-0.16 total_energy_ha=-927.47175 orbital_gap_ev=9.887 max_force_ev_per_a=7.1
N 2.229 -0.443 -2.234 0.10
C 1.683 -0.490 -1.239 -0.19
C 1.174 -0.746 0.387 -0.79
Cl 2.474 -1.506 1.271 0.64
C 0.078 -0.217 0.758 -0.68
I -0.524 -0.346 2.777 0.81
H -0.680 0.416 0.106 0.11